14
Properties=species:S:1:pos:R:3:mulliken_charge:R:1 method="wB97M-V/def2-TZVPD" relative_energy_kcal_mol=146.5 gap_ev="8.24 / 8.25" total_charge=0 total_energy_ha=-361.6474 molar_mass_g_mol=101.1
C 1.326 1.025 0.900 -1.159
C 0.338 0.206 0.158 0.225
N -0.649 -0.448 0.641 -0.038
O -0.805 -0.502 2.012 -0.442
C 0.210 -0.165 -1.347 0.447
C -1.148 -0.769 -1.201 -0.302
O 0.021 0.682 -2.332 -0.773
H 1.942 0.393 1.551 0.325
H 1.970 1.554 0.194 0.312
H 0.813 1.750 1.540 0.321
H -1.656 -0.944 2.140 0.355
H 0.985 -0.961 -1.500 0.201
H -1.401 -1.784 -1.517 0.264
H -1.944 -0.036 -1.238 0.266

17
Properties=species:S:1:pos:R:3:mulliken_charge:R:1 method="wB97M-V/def2-TZVPD" relative_energy_kcal_mol=102.9 gap_ev=8.78 total_charge=0 total_energy_ha=-720.1093 molar_mass_g_mol=131.2
C -1.397 0.141 0.012 0.012
C 2.050 -0.242 1.045 -0.536
C 3.165 0.075 0.130 -0.442
C 2.265 -0.107 -1.062 -0.497
H -1.933 2.227 0.684 0.325
H -0.183 1.636 0.220 0.379
H -0.327 -1.531 -0.667 0.279
H 1.658 0.282 1.878 0.328
H 2.027 -1.323 1.393 0.236
H 3.768 1.004 0.440 0.245
H 4.038 -0.712 0.131 0.245
H 2.212 -1.263 -1.357 0.254
H 2.194 0.623 -1.869 0.305
N -1.221 1.563 -0.147 -0.535
N -0.262 -0.576 -0.040 -0.165
N 1.043 0.095 -0.102 -0.091
S -2.929 -0.483 0.027 -0.343

17
Properties=species:S:1:pos:R:3:mulliken_charge:R:1 method="wB97M-V/def2-TZVPD" smiles="C=PN(C)C.C=O" relative_energy_kcal_mol=76.3 gap_ev=8.94 total_charge=0 total_energy_ha=-629.6503 molar_mass_g_mol=119.1
C 0.066 -2.277 -0.870 -0.747
C -1.338 0.512 -1.018 -0.945
C -0.837 0.920 1.393 -1.056
C 2.495 -0.330 -0.376 -0.046
N -0.806 0.016 0.250 0.219
O 2.237 0.156 0.678 -0.376
P -0.202 -1.528 0.588 -0.016
H -0.273 -1.905 -1.921 0.286
H 0.474 -3.327 -0.900 0.267
H -1.877 1.405 -0.644 0.360
H -0.685 0.588 -1.876 0.296
H -0.164 1.757 1.372 0.250
H -1.929 1.217 1.430 0.456
H -0.618 0.285 2.338 0.305
H 1.822 -0.950 -1.009 0.149
H -2.272 -0.089 -1.372 0.307
H 3.515 -0.308 -0.745 0.290

9
Properties=species:S:1:pos:R:3:mulliken_charge:R:1 method="wB97M-V/def2-TZVPD" relative_energy_kcal_mol=119.3 gap_ev=7.81 total_charge=-1 total_energy_ha=-793.1062 molar_mass_g_mol=124.1
C 1.193 0.174 -0.018 -0.232
N -1.111 -1.224 -0.108 0.214
O -1.649 -2.315 0.104 -0.553
O 1.385 1.558 -0.424 -0.359
O -1.869 -0.321 -0.569 -0.480
O -0.648 1.689 1.034 -0.575
S -0.220 1.250 -0.297 0.514
H 1.327 -0.190 0.979 0.243
H 1.592 -0.620 -0.701 0.228

82
Properties=species:S:1:pos:R:3:mulliken_charge:R:1 method="wB97M-V/def2-TZVPD" relative_energy_kcal_mol=39.8 gap_ev=3.72 total_charge=+2 total_energy_ha=-4720.6931 molar_mass_g_mol=691.0
N -6.781 5.067 -6.157 -0.528
C -6.498 5.614 -4.975 -0.320
C -5.611 5.028 -4.062 -0.509
C -4.916 3.829 -4.392 0.525
C -5.172 3.329 -5.694 -0.363
C -6.148 3.947 -6.502 -0.383
C -3.996 3.186 -3.434 -0.046
Cd -0.686 0.283 -0.927 1.413
P 4.577 -0.632 -0.990 -0.062
C -3.148 2.127 -3.703 -1.180
C -1.996 1.785 -2.923 2.371
C -0.748 1.507 -3.546 -1.116
C 0.411 2.211 -3.169 -0.320
C 0.237 3.207 -2.176 -0.554
C -0.738 2.918 -1.196 0.067
C -1.887 2.147 -1.515 -2.115
Br 0.993 4.849 -2.099 -0.010
H -3.986 3.658 -2.442 0.333
H -3.256 1.665 -4.699 0.288
H -5.467 5.549 -3.119 0.338
H -4.620 2.485 -6.102 0.299
H -7.014 6.553 -4.760 0.372
H -6.420 3.519 -7.468 0.371
H -0.748 0.913 -4.459 0.574
H -2.834 2.277 -0.984 0.792
H 1.399 1.944 -3.550 0.563
H -0.672 3.354 -0.190 0.688
P -0.640 -2.343 -1.243 0.360
C 4.626 1.160 -0.856 -0.140
C 6.001 1.703 -1.310 -1.235
H 4.476 1.416 0.207 0.351
H 3.795 1.580 -1.447 0.026
H 6.083 2.769 -1.076 0.385
H 6.818 1.179 -0.792 0.359
H 6.148 1.584 -2.390 0.307
C 4.206 -1.243 -2.640 0.592
C 5.360 -2.184 -3.074 -1.288
H 4.159 -0.384 -3.336 0.325
H 3.231 -1.765 -2.640 -0.626
H 5.288 -2.404 -4.146 0.400
H 6.341 -1.721 -2.877 0.355
H 5.325 -3.137 -2.527 0.320
C 3.817 -1.538 0.354 0.012
C 4.916 -1.944 1.356 -1.275
H 3.331 -2.437 -0.061 0.095
H 3.055 -0.887 0.812 0.144
H 4.570 -2.761 1.991 0.400
H 5.828 -2.279 0.844 0.344
H 5.186 -1.104 2.002 0.318
C -0.601 -3.718 0.014 -0.709
C -1.767 -4.707 0.116 -1.267
H -0.476 -3.222 0.989 0.526
H 0.330 -4.286 -0.154 0.544
H -2.667 -4.255 0.549 0.237
H -2.041 -5.132 -0.856 0.313
H -1.489 -5.547 0.769 0.412
C 0.478 -3.006 -2.572 0.579
C 0.079 -2.667 -4.008 -1.232
H 0.611 -4.096 -2.454 0.501
H 1.460 -2.551 -2.362 -0.797
H -0.868 -3.151 -4.280 0.392
H -0.035 -1.584 -4.156 0.153
H 0.848 -3.016 -4.714 0.437
C -2.385 -2.349 -1.867 -0.809
C -3.359 -1.722 -0.856 -0.941
H -2.709 -3.361 -2.168 0.531
H -2.373 -1.739 -2.785 0.420
H -4.288 -1.422 -1.361 0.352
H -3.623 -2.414 -0.045 0.204
H -2.971 -0.810 -0.373 0.092
C -0.403 2.755 2.171 -1.766
C -0.974 1.405 2.312 0.617
N -0.865 0.324 1.532 0.043
C -1.543 -0.712 2.209 -0.174
C -2.145 -0.190 3.319 -0.785
N -1.753 1.133 3.374 -0.014
H -1.200 3.455 1.891 0.350
H 0.019 3.099 3.123 0.528
H 0.402 2.745 1.434 0.379
H -1.516 -1.740 1.860 0.234
H -2.833 -0.638 4.019 0.416
H -1.990 1.822 4.081 0.219

15
Properties=species:S:1:pos:R:3:mulliken_charge:R:1 method="wB97M-V/def2-TZVPD" relative_energy_kcal_mol=51.1 gap_ev=10.57 total_charge=0 total_energy_ha=-304.7540 molar_mass_g_mol=96.1
C 0.898 -0.160 -0.641 -0.757
C -0.263 0.544 0.056 0.862
C -0.145 1.751 0.916 -1.159
N -1.495 0.205 -0.614 -0.618
C -0.967 -0.748 0.364 -0.441
C 0.184 -1.466 -0.251 0.322
N 0.580 -2.667 -0.286 -0.750
H 1.473 -2.566 -0.771 0.253
H 1.866 -0.075 -0.130 0.360
H 1.032 0.103 -1.700 0.274
H 0.055 2.636 0.304 0.277
H -1.077 1.890 1.470 0.348
H 0.681 1.619 1.624 0.296
H -1.339 -0.133 -1.563 0.283
H -1.588 -1.009 1.215 0.450